[1]
ORCA calculation (ωB97M-V/def2-TZVPD) on C54H52CdN9P as an isolated structure.

```
! wB97M-V def2-TZVPD RIJCOSX def2/J DEFGRID3
* xyz 0 1
Cd -0.268 -0.397 0.234
C -4.859 2.722 5.657
C -5.025 1.361 5.438
C -4.313 0.728 4.430
C -3.430 1.445 3.626
C -3.287 2.813 3.841
C -3.991 3.446 4.855
C -2.625 0.743 2.587
C -1.650 -0.163 3.049
C -1.325 -0.401 4.438
C -0.363 -1.357 4.459
C -0.092 -1.715 3.081
N -0.875 -0.959 2.265
C 0.868 -2.663 2.669
C 1.228 -2.964 1.344
C 2.201 -3.965 0.958
C 2.283 -3.934 -0.395
C 1.347 -2.927 -0.847
C 1.128 -2.567 -2.189
C 2.048 -3.139 -3.216
C 3.032 -2.315 -3.762
C 3.931 -2.804 -4.697
C 3.845 -4.125 -5.116
C 2.859 -4.946 -4.592
C 1.969 -4.460 -3.644
C 0.166 -1.648 -2.646
N -0.630 -0.867 -1.869
C -1.456 -0.167 -2.688
C -2.477 0.717 -2.282
C -3.173 1.462 -3.368
C -4.536 1.318 -3.617
C -5.151 2.049 -4.622
C -4.415 2.935 -5.395
C -3.053 3.075 -5.168
C -2.439 2.344 -4.163
C -2.882 0.974 -0.955
C -4.022 1.779 -0.564
C -4.049 1.795 0.791
C -2.926 1.007 1.241
N -2.253 0.528 0.163
C -1.177 -0.530 -4.063
C -0.169 -1.435 -4.037
N 0.729 -2.372 0.228
C 1.573 -3.402 3.754
C 0.865 -4.263 4.591
C 1.501 -4.912 5.638
C 2.854 -4.706 5.865
C 3.571 -3.863 5.029
C 2.935 -3.218 3.978
H -5.401 3.214 6.455
H -5.707 0.792 6.056
H -4.430 -0.336 4.262
H -2.601 3.379 3.222
H -3.854 4.507 5.023
H -1.763 0.105 5.282
H 0.133 -1.767 5.323
H 2.736 -4.608 1.637
H 2.905 -4.541 -1.032
H 3.094 -1.281 -3.446
H 4.698 -2.154 -5.098
H 4.545 -4.507 -5.847
H 2.782 -5.973 -4.927
H 1.202 -5.106 -3.235
H -5.108 0.609 -3.030
H -6.211 1.926 -4.803
H -4.898 3.511 -6.173
H -2.468 3.757 -5.772
H -1.375 2.448 -3.984
H -4.714 2.264 -1.231
H -4.768 2.278 1.434
H -1.708 -0.170 -4.929
H 0.284 -1.944 -4.872
H -0.192 -4.417 4.411
H 0.937 -5.575 6.281
H 3.347 -5.198 6.693
H 4.627 -3.701 5.201
H 3.491 -2.550 3.331
N 2.310 0.085 -0.542
C 3.454 0.930 -0.865
C 4.294 1.296 0.357
C 3.616 2.144 1.454
C 2.999 1.402 2.655
N 1.620 0.939 2.476
H 2.614 -0.671 0.063
H 1.968 -0.351 -1.392
H 3.076 1.844 -1.335
H 4.125 0.445 -1.588
H 5.147 1.859 -0.026
H 4.689 0.379 0.808
H 2.854 2.779 0.991
H 4.380 2.803 1.871
H 3.068 2.075 3.521
H 3.616 0.530 2.887
H 0.992 1.735 2.470
H 1.358 0.382 3.283
C -0.229 6.019 -1.685
N 1.075 5.511 -1.271
C 1.341 5.981 0.084
N 0.304 5.608 1.041
C -0.981 6.103 0.560
N -1.307 5.639 -0.782
C -1.554 4.202 -0.807
P -0.091 3.133 -0.283
C 1.143 4.058 -1.368
C 0.281 4.166 1.255
H -0.456 5.650 -2.688
H -0.176 7.110 -1.713
H 1.401 7.072 0.057
H 2.301 5.584 0.423
H -0.943 7.195 0.546
H -1.764 5.783 1.251
H -1.841 3.913 -1.822
H -2.392 3.980 -0.149
H 0.965 3.768 -2.408
H 2.154 3.737 -1.104
H 1.260 3.878 1.649
H -0.474 3.929 2.011
*
```

Summary:
- electronic energy (eV) = -84107.1025
- relative energy (zero: lowest compared OMol25 entry of this formula, charge and spin) (kcal per mole) = 9.7
- Kohn-Sham gap (hartree) = 0.2079
- HOMO energy (eV) = -6.6

[2]
ORCA calculation (ωB97M-V/def2-TZVPD) on C54H53ClNO2OsP4S as an isolated structure.

```
! wB97M-V def2-TZVPD RIJCOSX def2/J DEFGRID3
* xyz 3 5
Os -0.432 0.070 0.288
C 7.383 0.537 4.040
S 5.841 1.449 4.258
C 4.758 0.122 4.884
C 3.922 -0.537 3.788
C 3.055 0.507 3.088
N 2.051 -0.067 2.169
P 0.387 -0.225 2.485
C 0.071 0.516 4.098
C 0.426 -0.253 5.210
C 0.259 0.269 6.480
C -0.285 1.537 6.646
C -0.643 2.297 5.541
C -0.460 1.793 4.264
C 0.053 -1.984 2.720
C 1.026 -2.968 2.595
C 0.673 -4.298 2.776
C -0.644 -4.639 3.055
C -1.618 -3.654 3.169
C -1.275 -2.326 2.999
P 2.263 -0.102 0.466
C 3.992 -0.609 0.230
C 4.299 -1.970 0.273
C 5.619 -2.380 0.193
C 6.629 -1.435 0.054
C 6.321 -0.082 -0.002
C 5.003 0.339 0.071
C 2.165 1.632 -0.080
C 2.282 1.860 -1.458
C 2.282 3.153 -1.948
C 2.163 4.225 -1.069
C 2.034 4.005 0.297
C 2.022 2.712 0.796
H 8.116 1.237 3.647
H 7.243 -0.285 3.339
H 7.728 0.161 5.001
H 4.110 0.590 5.627
H 5.389 -0.614 5.380
H 3.283 -1.302 4.242
H 4.572 -1.027 3.061
H 3.703 1.181 2.530
H 2.535 1.097 3.845
H 0.822 -1.252 5.081
H 0.543 -0.318 7.343
H -0.435 1.936 7.641
H -1.067 3.283 5.674
H -0.735 2.396 3.408
H 2.055 -2.694 2.392
H 1.427 -5.070 2.702
H -0.914 -5.678 3.192
H -2.639 -3.925 3.404
H -2.026 -1.548 3.098
H 3.506 -2.704 0.371
H 5.860 -3.433 0.236
H 7.659 -1.757 -0.024
H 7.105 0.655 -0.107
H 4.773 1.395 0.023
H 2.402 1.017 -2.129
H 2.385 3.334 -3.010
H 2.177 5.237 -1.453
H 1.958 4.844 0.976
H 1.931 2.549 1.863
O -0.327 0.120 -1.834
P -1.374 -0.196 -2.913
C -1.938 -1.937 -2.770
P -1.129 -2.811 -1.387
O -1.166 -1.979 -0.109
C -2.068 -4.313 -1.139
C -1.793 -5.455 -1.888
C -2.600 -6.571 -1.739
C -3.659 -6.551 -0.841
C -3.915 -5.419 -0.077
C -3.123 -4.293 -0.227
C 0.542 -3.206 -1.900
C 1.079 -2.885 -3.144
C 2.363 -3.304 -3.460
C 3.099 -4.048 -2.549
C 2.561 -4.375 -1.309
C 1.285 -3.952 -0.981
C -2.853 0.798 -2.682
C -3.195 1.817 -3.567
C -4.364 2.535 -3.358
C -5.174 2.247 -2.270
C -4.821 1.244 -1.374
C -3.665 0.513 -1.582
C -0.696 0.027 -4.546
C -1.501 -0.310 -5.638
C -1.015 -0.125 -6.920
C 0.263 0.389 -7.109
C 1.059 0.725 -6.022
C 0.580 0.548 -4.733
H -1.747 -2.480 -3.697
H -3.011 -1.960 -2.579
H -0.956 -5.478 -2.577
H -2.398 -7.456 -2.328
H -4.289 -7.424 -0.735
H -4.732 -5.417 0.632
H -3.304 -3.401 0.362
H 0.508 -2.322 -3.873
H 2.788 -3.073 -4.428
H 4.093 -4.384 -2.810
H 3.130 -4.982 -0.615
H 0.836 -4.217 -0.031
H -2.554 2.046 -4.409
H -4.648 3.310 -4.057
H -6.089 2.805 -2.120
H -5.459 1.022 -0.529
H -3.405 -0.295 -0.902
H -2.501 -0.702 -5.486
H -1.632 -0.378 -7.772
H 0.638 0.534 -8.113
H 2.049 1.129 -6.181
H 1.184 0.809 -3.872
Cl -2.655 1.280 1.666
C -1.297 1.909 0.716
H -0.748 2.636 1.307
H -1.684 2.378 -0.191
*
```

Summary:
- electronic energy (eV) = -125402.0787
- ⟨S²⟩ = 6.0320
- relative energy (zero: lowest compared OMol25 entry of this formula, charge and spin) (kcal per mole) = 0.0
- Kohn-Sham gap (spin up / spin down) (hartree) = 0.2227 / 0.1395
- HOMO energy (spin up / spin down) (eV) = -14.1 / -14.1

[3]
ORCA calculation (ωB97M-V/def2-TZVPD) on C54H53N8O2SrTe as an isolated structure.

```
! wB97M-V def2-TZVPD RIJCOSX def2/J DEFGRID3
* xyz 1 1
Sr 0.890 -0.790 0.316
C -0.046 2.410 -6.478
C 0.161 2.079 -5.001
C 0.691 3.024 -4.094
C 0.977 2.644 -2.799
C 1.626 3.559 -1.740
O 2.757 3.334 -1.260
C 0.821 4.675 -1.239
C -0.499 4.833 -1.744
C -1.487 5.541 -1.033
C -1.217 6.056 0.249
C 0.075 5.905 0.746
C 1.084 5.312 -0.005
C 0.498 1.378 -2.334
O 0.519 1.086 -1.102
C -0.129 0.489 -3.247
C -0.110 0.804 -4.594
C -0.731 -0.846 -2.961
N -0.195 -1.659 -2.074
C -0.757 -3.017 -1.978
C 0.122 -4.106 -2.637
Te -0.625 -6.169 -2.916
C -2.834 -5.863 -2.224
C -3.612 -6.304 -3.279
C -4.866 -6.931 -3.062
C -5.477 -6.846 -1.819
C -4.787 -6.108 -0.826
C -3.479 -5.662 -0.986
C -1.683 -1.278 -4.122
C -1.099 -1.931 -5.196
C -1.769 -2.146 -6.359
C -3.173 -1.984 -6.442
C -3.855 -1.376 -5.371
C -3.029 -0.894 -4.314
H -0.811 3.174 -6.637
H -0.335 1.512 -7.020
H 0.867 2.772 -6.924
H 0.792 4.084 -4.401
H -0.804 4.352 -2.659
H -2.460 5.705 -1.459
H -2.001 6.536 0.830
H 0.343 6.246 1.723
H 2.086 5.470 0.342
H -0.231 0.071 -5.366
H -1.865 -3.013 -2.260
H -0.721 -3.252 -0.873
H 0.915 -4.360 -1.955
H 0.515 -3.886 -3.670
H -3.221 -6.301 -4.295
H -5.327 -7.411 -3.896
H -6.404 -7.379 -1.631
H -5.277 -5.992 0.131
H -3.000 -5.086 -0.207
H -0.075 -2.303 -5.142
H -1.221 -2.440 -7.249
H -3.678 -2.384 -7.301
H -4.957 -1.341 -5.290
H -3.471 -0.205 -3.611
N -0.135 -2.377 1.978
C 0.703 -2.616 3.015
C 0.338 -2.471 4.395
C 1.106 -3.101 5.362
C 2.020 -4.104 5.038
C 2.563 -4.075 3.727
C 3.575 -4.894 3.182
C 4.019 -4.781 1.932
C 3.530 -3.754 1.208
N 2.523 -2.989 1.576
C 1.948 -3.283 2.769
H 0.282 5.859 6.191
H -1.150 -2.309 2.330
H -0.512 -1.872 4.730
H 0.940 -2.880 6.405
H 2.412 -4.857 5.704
H 4.040 -5.616 3.865
H 4.656 -5.478 1.378
H 4.050 -3.475 0.279
H 0.475 6.089 6.689
N -7.100 6.076 4.547
C -6.197 5.339 4.458
C -5.169 4.378 4.338
C -5.283 3.498 3.221
C -4.224 2.693 2.865
C -3.119 2.685 3.761
C -3.053 3.452 4.915
C -4.077 4.326 5.204
N -1.952 1.926 3.421
C -1.246 0.999 4.253
C -0.302 0.450 3.462
N -0.376 0.978 2.153
C -1.378 1.861 2.185
H -6.216 3.470 2.655
H -4.263 2.023 2.000
H -2.161 3.435 5.547
H -4.087 4.910 6.097
H -1.441 0.827 5.296
H 0.448 -0.280 3.731
H -1.718 2.469 1.342
C 5.617 0.373 2.305
C 4.276 -0.205 1.848
N 3.605 0.541 0.760
C 4.530 0.546 -0.407
C 5.821 1.297 -0.059
N 5.877 1.592 1.486
C 4.697 2.580 1.709
C 3.418 1.948 1.156
H 6.384 -0.390 2.095
H 5.625 0.651 3.381
H 3.607 -0.295 2.718
H 4.396 -1.219 1.487
H 3.955 1.028 -1.227
H 4.738 -0.521 -0.663
H 5.898 2.226 -0.611
H 6.665 0.736 -0.322
H 6.779 2.038 1.713
H 4.948 3.486 1.154
H 4.639 2.811 2.781
H 3.006 2.515 0.317
H 2.627 1.938 1.919
*
```

Summary:
- electronic energy (eV) = -80992.8018
- relative energy (zero: lowest compared OMol25 entry of this formula, charge and spin) (kcal per mole) = 0.0
- Kohn-Sham gap (hartree) = 0.2077
- HOMO energy (eV) = -8.4